(1)
Computed, not measured: one molecule with the formula C5H8O2, with wB97M-V/def2-TZVPD.

Bonds (Å) are listed after each position.
Positions of all 15 atoms, in Å:
1 O -2.65652 -0.00910 -0.40567  C2 1.412, H8 0.968
2 C -1.37833 0.47228 -0.76265  O1 1.412, C3 1.523, H9 1.101, H10 1.096
3 C -0.47590 0.51475 0.46373  C2 1.523, O4 1.457, C7 1.524, H11 1.099
4 O -0.33156 -0.82423 1.02087  C3 1.457, C5 1.433
5 C 1.09472 -0.73835 0.91878  O4 1.433, C6 1.479, C7 1.515, H12 1.084
6 C 1.56785 -0.50961 -0.46419  C5 1.479, C7 1.504, H13 1.084, H14 1.085
7 C 1.03565 0.65454 0.32568  C3 1.524, C5 1.515, C6 1.504, H15 1.086
8 H -2.51085 -0.84985 0.05109  O1 0.968
9 H -0.92889 -0.15072 -1.55076  C2 1.101
10 H -1.52038 1.47789 -1.17406  C2 1.096
11 H -0.90519 1.20581 1.20212  C3 1.099
12 H 1.70025 -1.29348 1.62607  C5 1.084
13 H 1.05397 -0.98844 -1.29001  C6 1.084
14 H 2.65249 -0.51566 -0.50634  C6 1.085
15 H 1.60270 1.55417 0.54536  C7 1.086

Calculated values
* net charge: 0
* gap between HOMO and LUMO: 0.3872 hartree
* SMILES: OC[C@H]1O[C@H]2C[C@H]21
* 2S+1: 1

=====

(2)
Computed, not measured: a 14-piece molecular cluster, C5H41N2O14 overall, with wB97M-V/def2-TZVPD.

Bonds (Å) are listed after each position.
Positions of all 62 atoms, in Å:
1 N 0.93588 2.63003 -0.87202  C2 1.526, H9 1.085, H10 1.041, H11 1.000
2 C 1.03844 1.84701 0.43342  N1 1.526, C3 1.535, H12 1.091, H13 1.128
3 C 0.29220 0.51041 0.31386  C2 1.535, N4 1.484, H14 1.152, H15 1.092
4 N 0.33034 -0.04763 -1.06062  C3 1.484, C6 1.510, H16 0.988
5 C 0.95732 -2.17527 -2.17544  C6 1.515, H17 1.121, H18 1.053, H19 1.038
6 C 1.41968 -1.07710 -1.24017  N4 1.510, C5 1.515, C7 1.565, H20 1.174
7 C 2.67013 -0.37063 -1.86133  C6 1.565, O8 1.404, H21 1.134, H22 1.048
8 O 3.16286 0.50852 -0.88395  C7 1.404, H23 0.985
9 H -0.10024 2.54734 -1.18356  N1 1.085
10 H 1.56227 2.14843 -1.54926  N1 1.041
11 H 1.16537 3.59535 -0.74937  N1 1.000
12 H 0.65240 2.43561 1.26666  C2 1.091
13 H 2.13920 1.71617 0.64319  C2 1.128
14 H 0.69320 -0.23746 1.09253  C3 1.152
15 H -0.77015 0.65138 0.52591  C3 1.092
16 H -0.55109 -0.44900 -1.25587  N4 0.988
17 H 0.64044 -1.81716 -3.18950  C5 1.121
18 H 0.13940 -2.68165 -1.74811  C5 1.053
19 H 1.72456 -2.85345 -2.34440  C5 1.038
20 H 1.72986 -1.56191 -0.21740  C6 1.174
21 H 3.42633 -1.16470 -2.15129  C7 1.134
22 H 2.42537 0.24442 -2.67440  C7 1.048
23 H 4.13844 0.62881 -0.94170  O8 0.985
24 H -1.22577 2.33721 2.11492  O26 0.980
25 H -1.58556 0.96321 2.84382  O26 1.016
26 O -1.01115 1.79888 2.90575  H24 0.980, H25 1.016
27 H -2.03727 2.02808 -1.65268  O29 0.968
28 H -1.21732 1.92728 -2.95536  O29 0.942
29 O -1.37385 2.47034 -2.20168  H27 0.968, H28 0.942
30 H -3.03892 -2.06527 -0.00563  O32 0.936
31 H -1.58445 -2.03137 0.22307  O32 0.891
32 O -2.27508 -1.52428 -0.02234  H30 0.936, H31 0.891
33 H 0.64267 1.31958 2.99473  O35 0.952
34 H 1.81207 1.23793 4.02700  O35 0.995
35 O 1.52382 0.97870 3.11110  H33 0.952, H34 0.995
36 H 2.56726 -0.00887 2.11890  O38 0.957
37 H 3.02466 -0.20684 0.68654  O38 0.979
38 O 3.03967 -0.63225 1.56808  H36 0.957, H37 0.979
39 H -3.36198 0.70248 -1.47221  O41 0.970
40 H -2.71396 0.17866 -0.24319  O41 0.957
41 O -3.01206 1.00635 -0.62003  H39 0.970, H40 0.957
42 H 2.33954 -2.16675 1.73013  O44 0.973
43 H 2.60715 -3.71426 1.59684  O44 0.994
44 O 1.91335 -3.03740 1.81656  H42 0.973, H43 0.994
45 H -1.61308 -1.09030 2.79979  O47 0.960
46 H -2.28680 -0.77690 1.59859  O47 0.915
47 O -2.31223 -0.51852 2.47567  H45 0.960, H46 0.915
48 H 0.67013 -0.96266 3.19955  O50 0.939
49 H 0.45693 -2.48911 3.25523  O50 0.970
50 O 0.07026 -1.64744 2.96847  H48 0.939, H49 0.970
51 H 0.01029 0.24382 -3.34628  O53 0.981
52 H -0.50356 0.52193 -4.83737  O53 1.000
53 O -0.77809 0.48564 -3.87689  H51 0.981, H52 1.000
54 H -2.26849 3.74550 0.72455  O56 0.967
55 H -2.22863 2.38099 0.20250  O56 0.914
56 O -1.67572 2.99222 0.59655  H54 0.967, H55 0.914
57 H -2.35348 -0.15521 -3.42312  O59 0.971
58 H -2.81386 -1.31045 -2.46568  O59 0.959
59 O -3.04375 -0.44359 -2.80464  H57 0.971, H58 0.959
60 H -0.66314 -4.17221 0.80176  O62 0.981
61 H 0.38044 -3.15053 0.89312  O62 0.894
62 O -0.37307 -3.30860 0.43903  H60 0.981, H61 0.894

Calculated values
* net charge: +1
* gap between HOMO and LUMO: 0.3755 hartree
* 2S+1: 1

=====

(3)
Computed, not measured: a 2-piece molecular cluster, C3H9NO overall, with wB97M-V/def2-TZVPD.

Bonds (Å) are listed after each position.
Positions of all 14 atoms, in Å:
1 C -0.50798 -1.20335 -0.87445  C2 1.481, H5 1.138, H6 1.103, H7 1.077
2 C 0.53988 -0.52525 -0.07739  C1 1.481, N4 1.436, H8 1.101, H9 1.194
3 C 1.95703 1.31127 -0.43177  N4 1.277, H10 1.078, H11 1.078
4 N 0.87833 0.70143 -0.74175  C2 1.436, C3 1.277
5 H -0.54326 -2.34028 -0.84207  C1 1.138
6 H -1.56653 -1.09241 -0.58420  C1 1.103
7 H -0.32774 -1.10296 -1.93160  C1 1.077
8 H 1.42408 -1.15648 0.10006  C2 1.101
9 H 0.19626 -0.28436 1.04020  C2 1.194
10 H 2.73115 1.04995 0.27207  C3 1.078
11 H 2.15701 2.16515 -1.05785  C3 1.078
12 H -2.84003 0.65085 1.17739  O14 0.959
13 H -2.04698 1.31150 2.24586  O14 0.963
14 O -2.05122 0.51495 1.70549  H12 0.959, H13 0.963

Calculated values
* net charge: 0
* gap between HOMO and LUMO: 0.3823 hartree
* SMILES: C=NCC.O
* 2S+1: 1

=====

(4)
Computed, not measured: a 2-piece molecular cluster, C4H7NS overall, with wB97M-V/def2-TZVPD.

Bonds (Å) are listed after each position.
Positions of all 13 atoms, in Å:
1 C 0.64689 0.37214 0.21930  C2 1.498, N12 1.392, S13 1.798
2 C -0.57917 -0.04743 0.96998  C1 1.498, C3 1.502, H7 1.223, H8 1.075
3 C -1.59192 -0.00111 -0.13760  C2 1.502, C4 1.443, H9 1.326
4 C -2.89816 -0.53281 -0.44234  C3 1.443, H11 1.140
5 H 1.85117 1.91062 -0.17106  N12 1.220
6 H 0.15766 2.48797 0.39702  N12 1.190
7 H -1.07808 0.74584 1.75515  C2 1.223
8 H -0.67292 -1.07317 1.27747  C2 1.075
9 H -1.19229 1.02885 -0.87010  C3 1.326
10 H -3.63589 -1.34986 0.51086  no bonds
11 H -3.41567 -0.05314 -1.33792  C4 1.140
12 N 0.66293 1.66449 -0.29801  C1 1.392, H5 1.220, H6 1.190
13 S 1.86748 -0.88083 -0.19571  C1 1.798

Calculated values
* net charge: 0
* gap between HOMO and LUMO: 0.3022 hartree
* 2S+1: 1

=====

Which value of gap between HOMO and LUMO does entry 3 give? 0.3823 hartree

=====

Please write out number 1 again, unchanged.
Computed, not measured: one molecule with the formula C5H8O2, with wB97M-V/def2-TZVPD.

Bonds (Å) are listed after each position.
Positions of all 15 atoms, in Å:
1 O -2.65652 -0.00910 -0.40567  C2 1.412, H8 0.968
2 C -1.37833 0.47228 -0.76265  O1 1.412, C3 1.523, H9 1.101, H10 1.096
3 C -0.47590 0.51475 0.46373  C2 1.523, O4 1.457, C7 1.524, H11 1.099
4 O -0.33156 -0.82423 1.02087  C3 1.457, C5 1.433
5 C 1.09472 -0.73835 0.91878  O4 1.433, C6 1.479, C7 1.515, H12 1.084
6 C 1.56785 -0.50961 -0.46419  C5 1.479, C7 1.504, H13 1.084, H14 1.085
7 C 1.03565 0.65454 0.32568  C3 1.524, C5 1.515, C6 1.504, H15 1.086
8 H -2.51085 -0.84985 0.05109  O1 0.968
9 H -0.92889 -0.15072 -1.55076  C2 1.101
10 H -1.52038 1.47789 -1.17406  C2 1.096
11 H -0.90519 1.20581 1.20212  C3 1.099
12 H 1.70025 -1.29348 1.62607  C5 1.084
13 H 1.05397 -0.98844 -1.29001  C6 1.084
14 H 2.65249 -0.51566 -0.50634  C6 1.085
15 H 1.60270 1.55417 0.54536  C7 1.086

Calculated values
* net charge: 0
* gap between HOMO and LUMO: 0.3872 hartree
* SMILES: OC[C@H]1O[C@H]2C[C@H]21
* 2S+1: 1